# 1
{
  "formula": "H25O13",
  "method": "ωB97M-V/def2-TZVPD",
  "de_lowest_ev": 2.4635,
  "total_energy_ev": -27017.5403,
  "spin_multiplicity": 2,
  "homo_lumo_gap_ev": [9.52, 3.80],
  "e_homo_ev": [-10.62, -10.62],
  "elements": ["O", "H", "H", "O", "H", "H", "O", "H", "O", "H", "H", "O", "H", "H", "O", "H", "H", "O", "H", "H", "O", "H", "H", "O", "H", "H", "O", "H", "H", "O", "H", "H", "O", "H", "H", "O", "H", "H"],
  "positions_angstrom": [[3.12395, -0.80868, 1.91535], [-0.94819, -3.76289, -2.30116], [0.83723, 4.46524, 0.92025], [-2.91566, -2.56463, 1.23478], [-3.63865, -2.53528, 0.59313], [-0.55775, -2.40833, -2.32827], [-0.03118, 4.58722, 1.31212], [-0.54770, 3.76513, 1.37850], [0.52302, 0.55516, -2.48315], [0.42376, 0.75880, -1.52316], [-0.07048, 1.26166, -2.78270], [-0.14151, 1.78044, 2.55586], [2.66489, -0.70167, 2.75514], [-0.79247, 1.11154, 2.32173], [1.09421, -3.90602, 0.41080], [0.24587, -3.71938, -0.03470], [0.93628, -3.35218, 1.18021], [-1.12645, -0.55644, 0.23643], [-1.22549, 0.30938, 0.64653], [-1.91705, -1.30763, -0.90934], [-0.50711, -3.14245, -1.70218], [0.34672, 1.80581, 1.70753], [-0.28846, -0.37941, -0.20573], [-2.55214, -1.48130, -1.66637], [-2.39561, -1.85907, 0.84299], [-0.75265, 2.30792, 0.25363], [2.86046, 2.91082, 0.53123], [2.16738, 2.71742, 1.17006], [2.61205, 2.50708, -0.30058], [1.91460, -2.17546, -2.00728], [1.92507, -2.25583, -1.07299], [-2.81953, -0.55342, -1.70963], [-1.65303, 2.72857, 0.44962], [-2.32228, 2.15149, 0.05785], [1.19798, -1.70714, -2.41180], [0.51623, 1.57148, -0.04375], [1.22636, 2.18157, -0.28385], [2.58734, -0.29952, 1.29289]],
  "forces_ev_per_angstrom": [[-0.4, 0.2, -0.2], [0.0, -0.6, 0.7], [-0.1, -0.2, 0.0], [-0.5, 0.4, -0.4], [-0.2, -0.6, 0.2], [0.1, 0.5, 0.5], [-0.1, 0.3, 0.2], [0.6, 0.7, 0.1], [-0.8, 0.9, 1.0], [0.6, -0.7, -1.1], [0.1, -0.3, -0.8], [0.6, -0.4, -0.6], [0.1, 0.0, 0.1], [-0.4, -0.1, 0.7], [-0.8, 0.7, 0.1], [0.5, -0.5, -0.6], [0.5, -0.1, 0.6], [1.1, 1.1, 0.7], [-0.8, -0.2, 0.3], [-1.0, -1.2, -1.4], [-0.7, -0.3, -1.2], [-0.2, 0.2, 1.0], [0.2, -0.9, -0.2], [0.5, 1.2, 1.0], [0.5, -0.1, 0.5], [-1.6, 0.7, 0.2], [-0.1, 0.3, 0.1], [0.3, 0.1, 0.4], [1.0, -0.1, -0.4], [1.9, 0.0, -1.8], [-0.8, -0.2, 1.2], [-0.7, -0.1, -0.7], [0.4, -1.1, -0.9], [-0.1, 0.2, 0.0], [-0.3, 0.5, 0.5], [0.3, -0.3, 0.2], [-0.2, 0.4, -0.3], [0.3, -0.2, 0.1]],
  "mulliken_charge": [-0.607, 0.230, 0.341, -0.630, 0.332, 0.284, -0.575, 0.470, -0.570, 0.385, 0.323, -0.567, 0.331, 0.516, -0.621, 0.296, 0.317, -0.374, 0.066, 0.535, -0.504, 0.080, 0.153, -0.637, 0.337, 0.281, -0.588, 0.346, 0.346, -0.605, 0.333, 0.264, -0.628, 0.349, 0.213, -0.531, 0.027, 0.284]
}



# 2
{
  "formula": "H26HeO13",
  "method": "ωB97M-V/def2-TZVPD",
  "de_lowest_ev": 1.3062,
  "total_energy_ev": -27119.3642,
  "homo_lumo_gap_ev": 9.09,
  "e_homo_ev": -10.05,
  "elements": ["He", "O", "H", "H", "O", "H", "H", "O", "H", "H", "O", "H", "H", "O", "H", "H", "O", "H", "H", "O", "H", "H", "O", "H", "H", "O", "H", "H", "O", "H", "H", "O", "H", "H", "O", "H", "H", "O", "H", "H"],
  "positions_angstrom": [[0.12720, 0.08230, 0.12474], [-0.44661, -0.31008, -3.70024], [0.34892, -0.36597, -3.17087], [-0.21738, -0.74017, -4.52408], [-1.86650, -2.42461, -2.69313], [-1.57002, -2.44825, -1.78331], [-1.25306, -1.83393, -3.13018], [-1.14345, -3.09450, 0.02191], [-0.32964, -3.59400, -0.04476], [-1.27121, -2.96826, 0.96211], [-1.88598, 1.07632, -1.40776], [-1.97901, 0.27537, -1.92356], [-2.35762, 0.89446, -0.59492], [3.32583, -2.50031, 1.55630], [3.54555, -3.35626, 1.92416], [2.56589, -2.21019, 2.06085], [1.79964, 0.51228, -2.43116], [2.03007, 1.27618, -2.95992], [1.95967, 0.78802, -1.52862], [-1.41093, 0.03427, 3.14484], [-0.61805, 0.47598, 2.84077], [-1.26718, -0.88846, 2.93474], [2.22188, 3.90394, -0.46326], [2.31687, 3.08307, 0.01984], [1.38045, 3.82220, -0.91221], [0.78322, 1.64124, 2.42768], [0.37254, 2.50585, 2.43167], [1.11933, 1.53110, 3.31714], [-0.31769, 3.29878, -1.87902], [-0.79635, 2.47083, -1.83892], [-0.18167, 3.45232, -2.81398], [2.63625, 1.39923, 0.23210], [3.18114, 0.61502, 0.29807], [1.96111, 1.27922, 0.89995], [-3.19105, 0.55727, 1.01688], [-3.85398, -0.12889, 1.09388], [-2.53272, 0.32969, 1.67342], [-1.22363, -2.57216, 2.67872], [-0.31672, -2.58167, 2.98474], [-1.64531, -3.28705, 3.15553]],
  "forces_ev_per_angstrom": [[0.0, -0.1, 0.0], [-0.6, -0.1, -0.5], [0.7, 0.5, 0.5], [0.0, 0.0, -0.4], [-0.5, -0.5, -0.1], [0.0, -0.2, 0.5], [0.1, 0.5, -0.2], [0.1, -0.1, -0.5], [0.2, -0.2, -0.2], [-0.1, 0.2, 0.3], [0.3, 0.2, -0.5], [0.1, -0.2, -0.4], [-0.4, 0.0, 0.7], [0.0, 0.2, -0.2], [0.2, -0.3, 0.1], [-0.1, 0.1, 0.1], [0.1, -0.5, -0.4], [0.0, 0.2, -0.1], [0.0, 0.3, 0.6], [-0.3, 0.3, 0.2], [0.3, 0.5, -0.3], [-0.4, -0.4, 0.1], [0.2, 0.8, 0.2], [0.3, 0.0, -0.2], [-0.6, -0.1, -0.3], [0.1, -0.4, -0.1], [-0.2, 0.5, -0.2], [0.3, 0.1, 0.3], [0.6, 0.8, 0.0], [-0.6, -0.8, 0.3], [0.0, 0.1, -0.2], [0.2, -0.7, -0.2], [0.4, -0.2, 0.0], [-0.5, 0.0, 0.5], [-0.4, 0.2, -0.5], [-0.2, -0.1, -0.1], [0.5, 0.0, 0.7], [0.1, -0.3, 0.1], [0.4, -0.1, 0.1], [-0.4, -0.2, 0.3]],
  "mulliken_charge": [0.021, -0.725, 0.441, 0.303, -0.649, 0.332, 0.406, -0.672, 0.277, 0.433, -0.635, 0.269, 0.331, -0.596, 0.306, 0.290, -0.654, 0.312, 0.357, -0.787, 0.442, 0.448, -0.648, 0.359, 0.375, -0.773, 0.303, 0.323, -0.627, 0.381, 0.318, -0.774, 0.326, 0.351, -0.678, 0.303, 0.391, -0.808, 0.332, 0.296]
}